(1)
Computed, not measured: a cluster of 2 separate species, C2H8NOS2 in total at a distorted geometry, with ωB97M-V with the def2-TZVPD basis set.

```
14
Properties=species:S:1:pos:R:3:forces:R:3
C -0.946 -2.199 -0.470 0.34 -0.06 -0.50
S -1.760 -0.924 -1.464 -0.01 0.44 -0.09
S -0.160 0.136 -2.323 -0.40 -0.27 -0.25
H -0.889 -3.143 -1.019 -0.06 0.01 0.09
H -1.445 -2.342 0.486 -0.03 0.07 0.04
H 0.063 -1.823 -0.335 0.09 -0.14 0.39
H 1.124 0.207 -0.749 0.21 0.06 1.04
N -0.327 1.437 1.088 -0.07 -0.71 0.32
C 1.106 1.344 0.867 0.96 0.88 -0.38
O 1.553 0.212 0.184 -0.66 -0.19 -0.29
H -0.595 2.391 1.285 -0.04 0.02 -0.18
H -0.840 1.085 0.287 0.00 0.14 -0.18
H 1.498 2.232 0.327 -0.28 0.04 -0.06
H 1.616 1.387 1.837 -0.06 -0.31 0.06
```
Forces are in eV/Å.

Summary:
ΔE to the lowest compared entry with this formula, charge and spin (kJ/mol): 12.0
Charge: -1
Frontier orbital gap (eV): 6.48
Max |F| (eV Å⁻¹): 1.357
Lowest unoccupied orbital energy (eV): 3.724
E_tot (eV): -27413.152



(2)
Computed, not measured: a cluster of 2 separate species, C15H11F7N in total at a distorted geometry, with ωB97M-V with the def2-TZVPD basis set.

```
34
Properties=species:S:1:pos:R:3:forces:R:3
F -2.980 2.927 -1.393 0.43 -1.63 -0.21
C -2.690 1.586 -1.367 -0.13 1.06 0.35
C -3.757 0.692 -1.312 0.33 -0.33 -0.20
C -3.433 -0.661 -1.247 -0.94 -1.00 0.15
F -4.450 -1.587 -1.229 1.25 1.25 -0.12
C -2.135 -1.125 -1.119 0.81 0.78 0.41
C -1.060 -0.172 -1.060 -1.54 -0.23 -0.53
C 0.228 -0.691 -0.726 -0.15 -0.48 -0.31
C 1.520 -0.151 -1.010 1.40 -0.29 -0.24
C 2.587 -1.109 -1.141 -0.61 1.06 0.42
C 3.884 -0.642 -1.301 0.73 -1.30 0.18
F 4.895 -1.574 -1.334 -1.22 1.27 -0.08
C 4.213 0.708 -1.337 -0.15 -0.13 -0.24
C 3.153 1.609 -1.307 0.03 1.06 0.41
F 3.447 2.947 -1.321 -0.43 -1.60 -0.12
C 1.826 1.221 -1.151 0.12 0.22 0.08
C -1.361 1.192 -1.295 -0.01 0.07 0.11
H -4.791 1.025 -1.349 0.20 -0.03 0.01
H -1.895 -2.183 -1.050 -0.34 0.13 0.11
H 0.227 -1.736 -0.385 0.00 0.41 -0.48
H 2.345 -2.162 -1.089 0.32 -0.05 0.04
H 5.251 1.039 -1.397 -0.37 -0.09 0.00
H 1.060 1.991 -1.076 0.67 -0.22 0.07
H -0.582 1.945 -1.388 -0.64 -0.18 0.12
F -1.710 -1.525 4.450 1.34 0.93 -0.61
C -0.688 -0.789 3.905 0.22 0.20 1.00
F -0.527 0.348 4.664 -0.12 -1.54 -0.87
F 0.470 -1.519 3.982 -1.12 0.61 0.11
C -1.004 -0.454 2.445 -0.67 -0.92 0.57
N 0.130 -0.107 1.674 0.25 0.88 -1.22
H -1.440 -1.386 2.045 -0.43 0.35 0.18
H -1.730 0.364 2.501 0.04 -0.28 -0.35
H 0.959 -0.673 1.718 0.19 0.33 0.16
H 0.035 0.653 0.999 0.55 -0.31 1.14
```
Forces are in eV/Å.

Summary:
ΔE to the lowest compared entry with this formula, charge and spin (kJ/mol): 7.9
Charge: +1
Frontier orbital gap (eV): 6.91
Max |F| (eV Å⁻¹): 1.775
Lowest unoccupied orbital energy (eV): -6.617
E_tot (eV): -36237.435



(3)
Computed, not measured: the ion C6H16N2 with charge -1 at a distorted geometry, with ωB97M-V with the def2-TZVPD basis set.

```
24
Properties=species:S:1:pos:R:3:forces:R:3
C -1.226 2.577 2.197 1.60 0.61 -1.24
C -1.555 1.704 0.938 -0.54 0.61 -0.44
C -1.013 0.329 1.199 0.50 1.50 2.28
C 0.446 0.138 0.951 -1.91 -5.03 -1.49
C 0.796 -0.064 -0.541 -0.82 0.44 0.35
N 0.712 -1.424 -0.967 0.28 -0.27 0.96
C 1.164 -1.594 -2.290 2.65 0.09 -0.49
N 0.923 -2.954 -2.732 -1.36 0.26 0.61
H -0.123 2.479 2.414 -0.49 0.77 -1.02
H -1.537 3.647 2.320 0.17 -1.03 -0.51
H -1.440 2.036 3.061 -1.71 -0.86 1.58
H -2.633 1.498 0.706 0.52 1.02 0.54
H -1.112 2.060 -0.031 -0.33 0.15 0.98
H -1.547 -0.361 0.671 -1.39 -2.00 -1.82
H -1.284 0.082 2.255 0.39 0.11 -0.43
H 1.029 0.875 1.256 2.47 3.31 1.98
H 0.613 -0.823 1.536 0.85 1.07 -0.81
H 1.798 0.383 -0.761 -0.57 -0.62 -0.02
H 0.036 0.448 -1.170 0.44 0.74 0.30
H 0.017 -2.030 -0.525 0.33 0.56 -0.83
H 0.790 -0.895 -3.090 -0.07 -0.24 0.94
H 2.395 -1.368 -2.249 -2.59 -0.31 -0.24
H 1.735 -3.181 -3.212 1.72 -0.72 -1.79
H 1.016 -3.562 -1.936 -0.16 -0.16 0.62
```
Forces are in eV/Å.

Summary:
ΔE to the lowest compared entry with this formula, charge and spin (kJ/mol): 207.4
Charge: -1
Multiplicity: 2
Frontier orbital gap (alpha / beta) (eV): 2.20 / 8.22
Max |F| (eV Å⁻¹): 5.579
Lowest unoccupied orbital energy (alpha / beta) (eV): 3.687 / 3.639
E_tot (eV): -9458.119